Entry 1:
{
  "formula": "C5H10N4",
  "method": "ωB97M-V with the def2-TZVPD basis set",
  "de_lowest_ev": 4.731,
  "smiles": "N[C@H]1C=NN2C[C@H](N)[C@@H]12",
  "total_charge": 0,
  "gap_ev": 9.242,
  "elements": ["N", "C", "C", "N", "N", "C", "C", "N", "C", "H", "H", "H", "H", "H", "H", "H", "H", "H", "H"],
  "positions_angstrom": [[-0.97, 1.81, -0.41], [-1.30, 0.71, 0.49], [-2.01, -0.39, -0.13], [-1.20, -1.39, -0.35], [-0.06, -1.22, 0.45], [1.17, -1.25, -0.33], [1.26, 0.15, -0.33], [2.51, 0.74, -0.02], [0.10, 0.14, 0.77], [-0.61, 1.13, -1.27], [-1.81, 2.25, -0.64], [-1.90, 1.22, 1.45], [-3.03, -0.31, -0.46], [2.04, -1.35, 0.27], [1.17, -1.82, -1.26], [0.95, 0.79, -1.19], [2.82, 0.44, 0.88], [2.60, 1.74, -0.17], [0.46, 0.22, 1.84]],
  "lowdin_charge": [0.0241, -0.3870, -0.1174, 0.0982, -0.1068, -0.1266, -0.4152, 0.0590, -0.2054, 0.1401, 0.0400, 0.1843, 0.1092, 0.1097, 0.1352, 0.1342, 0.0698, 0.0907, 0.1639]
}



Entry 2:
{
  "formula": "C59H48ClN2O17",
  "method": "ωB97M-V with the def2-TZVPD basis set",
  "total_charge": 1,
  "gap_ev": 7.119,
  "elements": ["C", "C", "C", "N", "C", "N", "C", "C", "C", "O", "C", "C", "C", "C", "Cl", "H", "H", "H", "H", "H", "H", "H", "H", "H", "H", "H", "H", "H", "H", "H", "H", "C", "C", "C", "O", "C", "C", "C", "O", "H", "H", "H", "H", "C", "C", "C", "O", "C", "C", "C", "O", "H", "H", "H", "H", "C", "C", "C", "O", "C", "C", "C", "O", "H", "H", "H", "H", "C", "C", "C", "O", "C", "C", "C", "O", "H", "H", "H", "H", "C", "C", "C", "O", "C", "C", "C", "O", "H", "H", "H", "H", "C", "C", "C", "O", "C", "C", "C", "O", "H", "H", "H", "H", "C", "C", "C", "O", "C", "C", "C", "O", "H", "H", "H", "H", "C", "C", "C", "O", "C", "C", "C", "O", "H", "H", "H", "H"],
  "positions_angstrom": [[2.52, 3.69, 3.28], [1.49, 3.96, 2.49], [0.30, 4.16, 1.39], [0.51, 3.08, 0.35], [1.04, 3.17, -1.01], [1.03, 1.79, -1.50], [0.52, 0.90, -0.45], [0.44, -0.68, -0.74], [1.91, -1.36, -0.55], [1.93, -2.75, -0.96], [0.14, 1.73, 0.82], [-0.47, 1.20, 2.21], [0.54, 0.15, 2.93], [-0.09, -1.37, 3.01], [1.23, -2.67, 3.01], [3.46, 3.14, 3.69], [0.37, 5.21, 0.93], [-0.75, 4.08, 1.87], [1.39, 4.16, -1.50], [1.35, 1.47, -2.43], [0.19, -0.79, -1.87], [-0.37, -1.24, -0.14], [2.66, -0.78, -1.23], [2.29, -1.31, 0.54], [2.88, -3.01, -1.15], [-1.49, 0.70, 1.95], [-0.74, 2.06, 2.94], [1.53, 0.18, 2.32], [0.70, 0.52, 4.02], [-0.72, -1.38, 3.98], [-0.76, -1.60, 2.08], [-3.79, -1.13, 6.28], [-3.41, -0.69, 5.08], [-3.26, 0.75, 4.80], [-2.91, 1.15, 3.70], [-3.56, 1.69, 5.90], [-3.94, 1.25, 7.10], [-4.09, -0.19, 7.38], [-4.44, -0.60, 8.48], [-3.91, -2.19, 6.50], [-3.19, -1.37, 4.26], [-3.45, 2.74, 5.68], [-4.17, 1.92, 7.92], [6.25, 6.26, -1.41], [4.94, 6.47, -1.34], [3.98, 5.35, -1.24], [2.78, 5.54, -1.18], [4.54, 3.98, -1.23], [5.86, 3.77, -1.30], [6.81, 4.89, -1.39], [8.01, 4.70, -1.46], [6.96, 7.07, -1.48], [4.51, 7.47, -1.34], [3.83, 3.17, -1.16], [6.28, 2.77, -1.29], [-2.06, -3.94, -3.55], [-1.72, -3.45, -2.36], [-2.72, -3.30, -1.28], [-2.41, -2.86, -0.19], [-4.11, -3.71, -1.58], [-4.45, -4.19, -2.78], [-3.45, -4.34, -3.85], [-3.75, -4.78, -4.95], [-1.34, -4.05, -4.35], [-0.70, -3.15, -2.12], [-4.83, -3.59, -0.78], [-5.46, -4.49, -3.01], [6.89, -6.37, -1.43], [6.22, -5.22, -1.56], [4.75, -5.20, -1.66], [4.14, -4.15, -1.79], [4.04, -6.49, -1.61], [4.70, -7.64, -1.48], [6.18, -7.67, -1.37], [6.79, -8.72, -1.25], [7.97, -6.41, -1.35], [6.73, -4.27, -1.60], [2.96, -6.46, -1.69], [4.20, -8.60, -1.44], [3.67, 6.79, -6.56], [2.75, 5.99, -7.11], [1.86, 5.16, -6.28], [1.02, 4.43, -6.78], [2.02, 5.25, -4.81], [2.94, 6.05, -4.26], [3.83, 6.88, -5.10], [4.67, 7.61, -4.60], [4.33, 7.41, -7.16], [2.62, 5.92, -8.19], [1.36, 4.63, -4.22], [3.07, 6.12, -3.19], [-6.48, -3.17, 7.95], [-7.79, -2.95, 8.02], [-8.75, -4.08, 8.11], [-9.95, -3.88, 8.18], [-8.19, -5.45, 8.12], [-6.88, -5.66, 8.05], [-5.92, -4.54, 7.96], [-4.72, -4.73, 7.89], [-5.76, -2.36, 7.88], [-8.21, -1.96, 8.02], [-8.91, -6.26, 8.19], [-6.45, -6.66, 8.06], [0.86, 9.57, 0.47], [0.48, 8.34, 0.80], [-0.54, 8.11, 1.85], [-0.89, 6.98, 2.15], [-1.11, 9.30, 2.51], [-0.73, 10.53, 2.17], [0.29, 10.76, 1.13], [0.63, 11.89, 0.82], [1.61, 9.76, -0.30], [0.90, 7.46, 0.32], [-1.86, 9.11, 3.27], [-1.15, 11.41, 2.65], [-2.26, -7.57, -6.20], [-2.65, -7.65, -7.47], [-1.99, -8.58, -8.42], [-2.33, -8.65, -9.58], [-0.89, -9.41, -7.89], [-0.50, -9.33, -6.61], [-1.16, -8.41, -5.67], [-0.82, -8.34, -4.51], [-2.74, -6.90, -5.49], [-3.45, -7.05, -7.87], [-0.41, -10.09, -8.59], [0.30, -9.94, -6.21]],
  "lowdin_charge": [0.0783, -0.0544, -0.1105, -0.0561, 0.0432, 0.1043, -0.0719, -0.0873, -0.2398, -0.1284, -0.0284, -0.1311, -0.2131, -0.5324, 0.4883, 0.0705, 0.1034, 0.1436, 0.1360, 0.1647, 0.1270, 0.1016, 0.1263, 0.0976, 0.0554, 0.1200, 0.1093, 0.0959, 0.1236, 0.0795, 0.0687, 0.0368, 0.0205, -0.3670, 0.0652, 0.0267, 0.0346, -0.3712, 0.1125, 0.1182, 0.1192, 0.1236, 0.1283, 0.0511, 0.0207, -0.3871, 0.0118, 0.0263, 0.0438, -0.3690, 0.1377, 0.1355, 0.1299, 0.1028, 0.1298, 0.0342, 0.0257, -0.3759, 0.0815, 0.0255, 0.0314, -0.3758, 0.0971, 0.1267, 0.1032, 0.1237, 0.1269, 0.0321, 0.0244, -0.3536, 0.0691, 0.0314, 0.0338, -0.3788, 0.1236, 0.1272, 0.1221, 0.1274, 0.1284, 0.0288, 0.0291, -0.3846, 0.1099, 0.0273, 0.0280, -0.3727, 0.1077, 0.1271, 0.1277, 0.1100, 0.0760, 0.0232, 0.0309, -0.3855, 0.1089, 0.0242, 0.0218, -0.3810, 0.0975, 0.0784, 0.1243, 0.1243, 0.1232, 0.0318, 0.0199, -0.3744, 0.0782, 0.0250, 0.0321, -0.3794, 0.1229, 0.1244, 0.1003, 0.1244, 0.1282, 0.0219, 0.0303, -0.3855, 0.1088, 0.0230, 0.0184, -0.3875, 0.0914, 0.0946, 0.1260, 0.1237, 0.1214]
}



Entry 3:
{
  "formula": "C23H36BF4N5O2PS2W",
  "method": "ωB97M-V with the def2-TZVPD basis set",
  "de_lowest_ev": 0.350,
  "multiplicity": 2,
  "total_charge": 2,
  "gap_ev": [6.138, 7.005],
  "s2": 0.878,
  "elements": ["W", "N", "C", "C", "C", "C", "N", "H", "H", "H", "H", "H", "H", "H", "H", "H", "H", "H", "H", "C", "C", "O", "P", "S", "S", "O", "C", "C", "H", "H", "H", "H", "H", "H", "H", "H", "H", "H", "F", "B", "F", "F", "F", "N", "C", "C", "N", "C", "H", "H", "H", "H", "C", "C", "C", "C", "C", "C", "N", "C", "C", "C", "C", "C", "C", "H", "H", "H", "H", "H", "H", "H", "H", "H", "H"],
  "positions_angstrom": [[-0.12, -0.12, -0.38], [-0.37, 1.40, 1.47], [-1.41, 2.45, 1.67], [-1.32, 3.60, 0.68], [-2.04, 3.37, -0.65], [-1.14, 3.02, -1.83], [-0.88, 1.55, -1.93], [-0.49, 0.74, 2.23], [0.53, 1.84, 1.65], [-1.28, 2.84, 2.68], [-2.39, 1.98, 1.62], [-0.27, 3.87, 0.52], [-1.78, 4.46, 1.17], [-2.58, 4.28, -0.92], [-2.80, 2.59, -0.54], [-0.18, 3.54, -1.76], [-1.62, 3.34, -2.75], [-0.27, 1.41, -2.73], [-1.78, 1.15, -2.19], [1.03, -2.68, 5.64], [0.17, -2.59, 4.41], [0.69, -1.54, 3.52], [1.13, -1.84, 2.04], [2.04, -0.18, 1.37], [-0.46, -2.29, 0.87], [2.03, -3.13, 2.02], [3.33, -3.17, 2.70], [4.42, -3.37, 1.67], [0.62, -3.44, 6.31], [1.05, -1.72, 6.16], [2.05, -2.96, 5.39], [-0.85, -2.29, 4.66], [0.14, -3.54, 3.87], [3.28, -4.01, 3.38], [3.48, -2.25, 3.27], [4.25, -4.28, 1.10], [5.38, -3.46, 2.19], [4.48, -2.52, 0.99], [-4.05, -1.64, 0.44], [-4.18, -0.34, 0.65], [-2.01, 0.11, 0.05], [-4.08, 0.15, 1.87], [-4.62, 0.43, -0.34], [-2.92, -2.37, -2.80], [-1.90, -3.28, -2.87], [-0.82, -2.68, -2.32], [-1.17, -1.40, -1.91], [-2.46, -1.26, -2.22], [-3.86, -2.52, -3.11], [-2.02, -4.26, -3.31], [0.17, -3.09, -2.20], [-3.08, -0.41, -2.01], [2.89, -3.42, -3.79], [2.42, -2.28, -4.43], [1.93, -1.22, -3.69], [1.89, -1.30, -2.30], [2.35, -2.44, -1.66], [2.85, -3.50, -2.41], [1.47, -0.18, -1.51], [2.43, 0.88, -1.49], [2.06, 2.11, -0.92], [2.95, 3.16, -0.82], [4.25, 3.00, -1.27], [4.64, 1.79, -1.84], [3.74, 0.74, -1.95], [3.30, -4.24, -4.37], [2.44, -2.21, -5.51], [1.59, -0.31, -4.19], [2.35, -2.49, -0.58], [3.22, -4.38, -1.90], [1.04, 2.24, -0.56], [2.64, 4.10, -0.39], [4.97, 3.81, -1.18], [5.65, 1.67, -2.20], [4.08, -0.19, -2.37]],
  "mulliken_spin": [1.2122, -0.0143, 0.0019, -0.0004, 0.0060, -0.0058, 0.0283, 0.0031, 0.0014, -0.0019, 0.0003, -0.0007, 0.0002, -0.0008, -0.0003, -0.0001, -0.0013, 0.0041, 0.0014, 0.0001, 0.0005, 0.0031, 0.0222, -0.0530, -0.0248, 0.0010, -0.0006, 0.0003, 0.0001, -0.0001, 0.0000, 0.0012, -0.0004, 0.0005, 0.0007, -0.0001, 0.0001, 0.0000, 0.0002, -0.0059, 0.0255, 0.0000, 0.0002, 0.0054, -0.0014, 0.0091, -0.0259, 0.0201, -0.0002, -0.0004, -0.0016, 0.0025, -0.0095, 0.0061, -0.0107, 0.0498, -0.0379, 0.0019, -0.1257, -0.0954, 0.0534, 0.0382, -0.0424, 0.0204, -0.0500, -0.0003, 0.0001, -0.0001, -0.0060, -0.0005, -0.0007, 0.0006, -0.0009, 0.0000, -0.0019]
}



Entry 4:
{
  "formula": "C29H40AsAuBrN5OSSi",
  "method": "ωB97M-V with the def2-TZVPD basis set",
  "multiplicity": 3,
  "total_charge": 2,
  "gap_ev": [7.392, 6.081],
  "s2": 2.008,
  "elements": ["Au", "S", "N", "C", "C", "C", "C", "C", "N", "C", "C", "N", "C", "C", "C", "C", "C", "N", "H", "H", "H", "H", "H", "H", "C", "Si", "C", "C", "C", "C", "C", "C", "C", "C", "H", "H", "H", "H", "H", "H", "H", "H", "H", "H", "H", "H", "H", "H", "H", "H", "H", "H", "H", "H", "H", "C", "As", "C", "C", "O", "H", "H", "H", "H", "H", "H", "H", "H", "H", "Br", "C", "C", "C", "C", "N", "C", "H", "H", "H", "H"],
  "positions_angstrom": [[-0.16, -0.09, -0.09], [5.25, 5.44, 0.07], [5.40, 3.86, -0.21], [4.18, 3.35, -0.20], [3.84, 1.96, -0.40], [4.80, 0.98, -0.68], [4.38, -0.32, -0.84], [3.02, -0.60, -0.74], [2.11, 0.32, -0.50], [2.49, 1.60, -0.33], [1.46, 2.59, -0.07], [0.18, 2.18, -0.01], [-0.78, 3.06, 0.22], [-0.54, 4.42, 0.37], [0.76, 4.87, 0.31], [1.78, 3.95, 0.10], [3.17, 4.32, 0.06], [3.66, 5.54, 0.23], [5.84, 1.26, -0.75], [5.08, -1.12, -1.05], [2.66, -1.62, -0.86], [-1.78, 2.65, 0.32], [-1.37, 5.10, 0.53], [1.00, 5.92, 0.42], [-2.94, -2.17, -0.78], [-2.57, -0.43, -0.13], [-3.61, 0.72, -1.96], [-4.04, 2.09, -1.54], [-4.74, -0.19, -2.32], [-2.41, 0.68, -2.87], [-3.67, -0.16, 1.47], [-4.87, -1.12, 1.43], [-4.16, 1.27, 1.67], [-2.73, -0.55, 2.62], [-4.00, -2.33, -0.99], [-2.64, -2.90, -0.02], [-2.38, -2.41, -1.69], [-4.90, 2.06, -0.87], [-4.35, 2.63, -2.44], [-3.24, 2.68, -1.09], [-5.42, -0.37, -1.48], [-4.41, -1.14, -2.73], [-5.34, 0.31, -3.09], [-1.59, 1.29, -2.49], [-2.72, 1.11, -3.83], [-2.05, -0.33, -3.06], [-5.51, -0.96, 0.57], [-5.48, -0.94, 2.32], [-4.56, -2.16, 1.45], [-5.00, 1.51, 1.02], [-3.37, 2.01, 1.53], [-4.52, 1.38, 2.70], [-2.44, -1.60, 2.56], [-3.27, -0.42, 3.56], [-1.83, 0.06, 2.64], [0.53, -1.85, 4.74], [1.54, -0.81, 3.47], [2.39, 0.61, 4.48], [2.93, -1.97, 2.79], [0.56, -0.19, 2.29], [1.16, -2.12, 5.58], [0.14, -2.75, 4.28], [-0.31, -1.25, 5.11], [3.07, 0.17, 5.21], [1.62, 1.18, 4.99], [2.94, 1.27, 3.81], [3.52, -2.34, 3.63], [3.56, -1.43, 2.10], [2.47, -2.81, 2.28], [-0.73, -5.25, 2.53], [-0.14, -4.43, 0.94], [0.25, -5.18, -0.17], [0.62, -4.51, -1.32], [0.57, -3.12, -1.34], [0.23, -2.41, -0.26], [-0.11, -3.05, 0.86], [0.26, -6.26, -0.12], [0.93, -5.05, -2.20], [0.81, -2.56, -2.23], [-0.36, -2.42, 1.71]],
  "mulliken_spin": [0.4421, 0.0004, -0.0003, 0.0000, -0.0016, 0.0018, 0.0009, -0.0009, 0.0098, -0.0274, -0.0024, 0.1436, 0.0432, 0.0194, -0.0046, 0.0123, 0.0016, 0.0007, 0.0000, 0.0001, 0.0001, -0.0400, 0.0014, 0.0000, 0.0611, 0.4236, 0.4359, 0.0516, 0.0164, 0.0552, 0.0893, 0.0018, 0.0286, 0.0552, 0.0085, 0.0033, -0.0076, 0.0021, 0.0260, -0.0066, 0.0131, -0.0018, 0.0281, -0.0126, 0.0359, -0.0001, 0.0025, 0.0045, -0.0004, 0.0021, -0.0094, 0.0006, -0.0005, 0.0026, -0.0043, -0.0003, 0.0025, 0.0002, -0.0006, 0.0049, 0.0001, 0.0001, 0.0000, 0.0001, 0.0000, -0.0001, 0.0000, 0.0000, 0.0002, 0.0020, 0.0038, -0.0026, 0.0091, 0.0034, 0.0866, -0.0068, 0.0001, 0.0010, -0.0020, -0.0062]
}



| no. | energy (eV) |
| --- | --- |
| 1 | -11303.1468 |
| 2 | -112249.4561 |
| 3 | -80308.4440 |
| 4 | -193492.3711 |